{"formula": "C9H3N6O5", "method": "the ωB97M-V functional and the def2-TZVPD basis", "symbols": ["O", "N", "O", "C", "C", "C", "N", "O", "O", "C", "C", "N", "O", "N", "C", "H", "H", "C", "C", "N", "C", "N", "H"], "coordinates": [[1.48008, -4.02155, -1.29779], [2.00129, -2.99764, -0.82380], [3.15595, -2.98495, -0.33662], [1.28870, -1.73774, -0.79953], [1.93190, -0.61580, -0.28536], [1.22088, 0.60490, -0.14181], [1.93915, 1.74384, 0.37822], [3.15462, 1.60263, 0.64395], [1.32844, 2.82323, 0.55124], [-0.12525, 0.72940, -0.52547], [-0.75346, -0.35204, -1.17016], [-1.99829, -0.44794, -1.73330], [-2.03697, -1.79732, -2.18373], [-0.87997, -2.50263, -1.90775], [-0.07594, -1.60120, -1.29531], [2.97218, -0.67341, 0.02415], [-0.70404, 1.63095, -0.34609], [-1.91340, 1.92625, 1.69050], [-1.89510, 1.00464, 2.72607], [-1.81767, 0.21755, 3.59515], [-3.12749, 2.29139, 1.13027], [-4.12549, 2.62589, 0.60939], [-1.02012, 2.53154, 1.49778]], "mulliken_charge": [-0.57, 0.93, -0.61, -0.53, -0.15, -0.34, 0.98, -0.62, -0.59, -0.72, 0.37, -0.48, -0.08, -0.48, 1.11, 0.60, 0.88, -0.72, 0.39, -0.61, 0.47, -0.61, 0.39], "largest_force_ev_per_a": 3.02, "homo_energy_ev": -4.09, "spin_multiplicity": 1, "gap_ev": 4.07, "charge": -1, "energy_ev": -28551.469}

=====

{"formula": "C12H12N3O4PtSe", "method": "the ωB97M-V functional and the def2-TZVPD basis", "symbols": ["Pt", "O", "C", "O", "C", "C", "C", "C", "C", "N", "C", "O", "O", "H", "H", "H", "H", "C", "N", "C", "C", "N", "C", "C", "Se", "H", "H", "H", "H", "H", "H", "H", "H"], "coordinates": [[0.01750, -0.18720, -0.06130], [-3.51790, 1.82980, 0.00340], [-2.24810, 1.43420, 0.00890], [-1.99200, 0.15510, 0.03240], [-1.19360, 2.36530, 0.01000], [-1.20120, 3.78100, 0.00540], [-0.01330, 4.46170, 0.00080], [1.22250, 3.77170, -0.00120], [1.18360, 2.40100, -0.00910], [0.02900, 1.73630, 0.00580], [2.36630, 1.44170, -0.01700], [3.50600, 1.81570, 0.03470], [1.98630, 0.19140, -0.05160], [-4.11390, 1.06700, -0.04180], [-2.15080, 4.28940, -0.00110], [0.00050, 5.53860, -0.00930], [2.17120, 4.27820, -0.01100], [2.90270, -2.40100, 1.40550], [1.70620, -2.49780, 2.19610], [1.63300, -2.52500, 3.55500], [0.31990, -2.62660, 3.89230], [-0.39710, -2.66060, 2.73370], [-1.82740, -2.74200, 2.61290], [0.46060, -2.57270, 1.70190], [0.00870, -2.55030, -0.15090], [3.76440, -2.35900, 2.06540], [2.87700, -1.49420, 0.79260], [2.98740, -3.26590, 0.74610], [2.50600, -2.46980, 4.17000], [-0.14770, -2.67840, 4.85270], [-2.26840, -2.78710, 3.60560], [-2.10880, -3.63600, 2.05350], [-2.20780, -1.86390, 2.08390]], "mulliken_charge": [0.74, -0.42, 0.59, -0.65, 0.21, -0.55, -0.33, -0.42, 0.27, 0.03, 0.45, -0.60, -0.67, 0.40, 0.50, 0.47, 0.52, -0.61, 0.18, -0.34, -0.35, 0.19, -0.74, -0.27, -0.21, 0.31, 0.21, 0.36, 0.44, 0.43, 0.32, 0.35, 0.22], "largest_force_ev_per_a": 5.16, "homo_energy_ev": -11.27, "spin_multiplicity": 1, "gap_ev": 6.18, "charge": 1, "energy_ev": -93887.023}

=====

- The lowest charge belongs to which entry?
  C9H3N6O5